{"formula": "C4H11NO4S", "method": "ωB97M-V/def2-TZVPD", "symbols": ["O", "C", "N", "C", "C", "S", "C", "O", "H", "H", "H", "H", "H", "H", "H", "H", "H", "O", "H", "H", "O"], "coordinates": [[-0.08805, -2.61655, 0.29238], [-0.71222, -2.20406, -0.66276], [-1.04505, -0.84606, -0.74367], [-0.66943, 0.09523, 0.34876], [0.65928, 0.80551, -0.04136], [1.38176, 1.48372, 1.48096], [-1.84686, 1.00963, 0.34578], [-1.85187, 2.09930, -0.17278], [-0.97861, -2.82434, -1.51638], [-0.91364, -0.43889, -1.68026], [-0.51835, -0.45744, 1.27919], [0.48796, 1.65548, -0.69067], [1.44000, 0.35389, -0.64184], [2.56406, 0.84489, 1.58167], [-2.78926, 0.61625, 0.77633], [-0.31912, 1.11913, -2.98442], [-0.34136, 0.18558, -4.12074], [-0.48520, 0.18140, -3.16473], [1.42610, -1.81055, 1.02946], [2.24980, -1.30831, 2.29937], [2.24124, -1.38830, 1.34537]], "homo_lumo_gap_ev": 8.9, "smiles": "O=CN[C@H](C=O)CS.O.O", "energy_ev": -24840.9071, "relative_energy_kj_mol": 0.0}

{"formula": "C5H11NSi", "method": "ωB97M-V/def2-TZVPD", "symbols": ["C", "C", "C", "C", "C", "N", "Si", "H", "H", "H", "H", "H", "H", "H", "H", "H", "H", "H"], "coordinates": [[0.57940, -3.44502, 0.23088], [1.09130, 0.06019, 0.74537], [0.28765, 1.71778, -0.85762], [-1.39101, 0.72955, 0.92447], [-0.16849, 0.44774, -0.01208], [1.15524, -4.35630, 0.60257], [-0.44718, -1.08984, -1.01524], [1.84145, -0.16771, -0.02056], [1.56289, 0.86811, 1.37095], [1.09368, -0.78463, 1.46052], [-0.62647, 2.21409, -1.48787], [1.04529, 1.42111, -1.69078], [0.75080, 2.51928, -0.21414], [-2.30897, 0.35740, 0.52723], [-1.06970, 0.32031, 1.86251], [-1.65083, 1.79532, 0.95701], [0.14818, -1.50127, -2.35184], [-1.89323, -1.10610, -1.03140]], "homo_lumo_gap_ev": 9.2, "energy_ev": -14727.0009, "relative_energy_kj_mol": 456.8}